1.
Here is one molecule with the formula C8H18O2 in a non-equilibrium geometry from the OMol25 dataset. Energies are from ωB97M-V with the def2-TZVPD basis set.

Computed properties:
Highest occupied orbital energy (eV): -9.3
ΔE to the lowest compared entry with this formula, charge and spin (kcal/mol): 92.08
Structure (SMILES): CC(C)(C)OOC(C)(C)C

Geometry as XYZ:
```
28
Properties=species:S:1:pos:R:3:mulliken_charge:R:1
C 1.9488 -0.5087 0.5987 -1.561
C 1.5262 0.8724 0.1503 1.590
C 1.8735 1.3040 -1.2823 -1.461
C 1.8111 1.9491 1.2994 -1.509
O 0.0653 0.9098 0.2538 -0.304
O -0.5675 0.1947 -0.8193 -0.318
C -1.5273 -0.7205 -0.3420 1.796
C -2.5767 0.1217 0.5075 -1.371
C -0.9121 -1.7808 0.5091 -1.740
C -2.0183 -1.2950 -1.6648 -1.583
H 1.3328 -1.2132 0.1272 0.345
H 3.0720 -0.6756 0.3987 0.341
H 1.7157 -0.5249 1.6597 0.387
H 1.5719 2.3225 -1.4651 0.325
H 1.3691 0.5745 -1.9282 0.335
H 2.9371 1.1514 -1.3338 0.442
H 2.8692 1.9786 1.5753 0.367
H 1.2371 1.5993 2.1730 0.406
H 1.3907 2.9632 1.1011 0.331
H -1.9764 0.5421 1.3660 0.275
H -3.5090 -0.3534 0.8258 0.375
H -2.8100 1.0353 -0.0632 0.364
H -0.2379 -2.5343 0.0271 0.357
H -0.3218 -1.3283 1.3789 0.303
H -1.6474 -2.4713 0.8814 0.440
H -2.4454 -0.4182 -2.2469 0.346
H -2.9475 -1.9007 -1.4231 0.376
H -1.2231 -1.7935 -2.2643 0.346
```



2.
Here is a 2-piece molecular cluster, C8H18O2 overall in a non-equilibrium geometry from the OMol25 dataset. Energies are from ωB97M-V with the def2-TZVPD basis set.

Computed properties:
Highest occupied orbital energy (eV): -8.5
ΔE to the lowest compared entry with this formula, charge and spin (kcal/mol): 54.39
Structure (SMILES): CC(=O)C(C)(C)C.CCO

Geometry as XYZ:
```
28
Properties=species:S:1:pos:R:3:mulliken_charge:R:1
C 0.6330 -1.7950 -1.1178 -1.833
C 0.3112 -0.3979 -0.5930 1.145
O 1.0864 0.5354 -0.9504 -0.734
C -1.2013 -0.0530 -0.4962 2.045
C -1.3607 1.2592 0.2801 -1.661
C -1.7326 0.1516 -1.9257 -1.797
C -2.0059 -1.1563 0.1990 -1.881
H 1.7140 -1.9026 -1.1940 0.433
H 0.2167 -1.9347 -2.1111 0.334
H 0.2393 -2.5723 -0.4664 0.402
H -2.4073 1.5646 0.2938 0.472
H -1.0340 1.1330 1.3108 0.298
H -0.7655 2.0443 -0.1821 0.288
H -2.7777 0.4653 -1.8921 0.442
H -1.1524 0.9147 -2.4451 0.385
H -1.6917 -0.7684 -2.5089 0.369
H -2.0018 -2.0872 -0.3675 0.387
H -3.0449 -0.8423 0.3042 0.462
H -1.6164 -1.3459 1.1983 0.324
C 2.1223 1.8180 1.4786 -0.953
C 2.4116 0.3679 1.2606 -0.176
O 0.9386 -0.5195 1.2756 -0.559
H 1.7934 2.2995 0.5646 0.219
H 3.0363 2.3041 1.8296 0.402
H 1.3610 1.9401 2.2469 0.244
H 3.0118 0.1482 0.3830 0.289
H 2.8255 -0.1200 2.1438 0.370
H 1.0911 -1.4509 1.4815 0.283
```



3.
Here is one molecule with the formula C8H18O2 from the OMol25 dataset. Energies are from ωB97M-V with the def2-TZVPD basis set.

Computed properties:
Highest occupied orbital energy (eV): -10.4
ΔE to the lowest compared entry with this formula, charge and spin (kcal/mol): 17.59
Structure (SMILES): CC(C)C(C)(C)CC(O)O

Geometry as XYZ:
```
28
Properties=species:S:1:pos:R:3:mulliken_charge:R:1
C -1.0918 -1.3079 1.7095 -1.549
C 0.3170 -1.0786 1.1430 0.545
C 1.2568 -0.7781 2.3219 -1.570
C 0.4200 -0.0415 -0.0664 1.993
C 1.3181 -0.6927 -1.1461 -1.916
C 1.0856 1.2884 0.3600 -1.957
C -0.9827 0.2789 -0.6807 -1.266
C -1.0013 1.1644 -1.9390 -0.198
O -1.8967 2.2455 -1.7783 -0.572
O -1.4819 0.4187 -3.0372 -0.557
H -1.7589 -1.7387 0.9564 0.352
H -1.5322 -0.3825 2.0911 0.314
H -1.0623 -2.0276 2.5360 0.455
H 0.6287 -2.0608 0.7595 0.189
H 1.2083 -1.5784 3.0692 0.476
H 0.9774 0.1517 2.8297 0.328
H 2.2988 -0.7071 1.9971 0.337
H 2.2835 -0.9953 -0.7245 0.454
H 0.8401 -1.5868 -1.5631 0.439
H 1.5299 -0.0135 -1.9776 0.396
H 1.1806 1.9896 -0.4750 0.393
H 0.5033 1.7886 1.1408 0.395
H 2.1044 1.1351 0.7310 0.460
H -1.5830 0.7673 0.0975 0.585
H -1.4797 -0.6682 -0.9244 0.329
H -0.0233 1.5712 -2.2006 0.444
H -2.7151 1.8631 -1.4218 0.354
H -1.3435 0.9956 -3.8080 0.349
```



4.
Here is an isolated ion of composition C8H18O2P and charge +1 in a non-equilibrium geometry from the OMol25 dataset. Energies are from ωB97M-V with the def2-TZVPD basis set.

Computed properties:
Total charge: +1
Highest occupied orbital energy (eV): -13.1
ΔE to the lowest compared entry with this formula, charge and spin (kcal/mol): 38.76

Geometry as XYZ:
```
29
Properties=species:S:1:pos:R:3:mulliken_charge:R:1
C 1.7859 -0.7235 -0.5337 0.918
C 1.0043 0.2985 -0.2424 0.131
C 1.0354 -1.9384 -1.1346 -1.031
C 3.2562 -0.7958 -0.4232 -1.343
C 1.3465 2.4573 -0.9842 -0.737
C -0.8487 -0.7829 2.0276 -1.054
C -2.1679 1.6779 1.0273 -1.108
C -3.0008 -0.8972 -0.1200 -1.130
O 1.3003 1.4991 0.1087 -0.411
O -0.7154 0.1362 -0.5524 -0.515
P -1.6761 0.0699 0.6047 1.178
H 0.5762 -2.6374 -0.2826 0.206
H 1.8379 -2.5834 -1.7243 0.352
H 0.2925 -1.4983 -1.7311 0.351
H 3.4847 0.1988 0.0036 0.351
H 3.4883 -1.6233 0.2198 0.348
H 3.7149 -0.9175 -1.4543 0.358
H 0.2282 2.6098 -1.0999 0.277
H 1.6422 1.9391 -1.8745 0.342
H 1.8622 3.4164 -0.8479 0.289
H -1.5921 -1.4568 2.4619 0.402
H -0.2039 -0.0543 2.6242 0.350
H -0.0649 -1.3943 1.5948 0.330
H -1.2857 2.3078 1.0222 0.334
H -2.6369 1.8106 2.0433 0.374
H -2.7760 2.1138 0.2644 0.367
H -3.3593 -0.3691 -1.0714 0.350
H -3.9273 -0.9527 0.4595 0.413
H -2.6007 -1.9101 -0.3858 0.310
```



5.
Here is a 2-piece molecular cluster, C8H18O2Si overall in a non-equilibrium geometry from the OMol25 dataset. Energies are from ωB97M-V with the def2-TZVPD basis set.

Computed properties:
Multiplicity: 3
<S²>: 2.012
Highest occupied orbital energy (alpha / beta) (eV): -6.4 / -9.6
ΔE to the lowest compared entry with this formula, charge and spin (kcal/mol): 0.00

Geometry as XYZ:
```
29
Properties=species:S:1:pos:R:3:mulliken_spin:R:1
C -0.0404 1.7589 -3.1711 -0.097
C 0.6334 0.7986 -2.5989 0.950
C 1.7740 -0.0323 -3.0962 0.031
C -2.7382 0.0161 0.9752 0.019
C -1.5086 1.9706 1.3420 0.007
C -0.1957 -2.9893 0.2453 0.023
C 2.7589 -0.1571 2.0377 0.002
C -1.4271 0.4671 1.7164 0.125
O 0.4237 -1.8672 0.7365 0.031
O 1.4132 0.2617 1.9241 0.051
Si 0.1923 -0.2363 0.9502 0.732
H -1.0915 2.0834 -2.7411 0.045
H 0.4066 2.2753 -3.9573 0.030
H 2.3336 0.4563 -3.9555 0.043
H 1.3588 -1.1414 -3.2708 0.006
H 2.5762 0.0138 -2.3855 0.001
H -3.5175 0.6434 1.1395 0.010
H -2.6635 -0.0380 -0.1807 -0.009
H -3.0057 -0.9507 1.2651 0.001
H -2.3299 2.3259 1.8254 0.004
H -1.6942 2.1986 0.3550 0.000
H -0.6040 2.3810 1.7149 -0.014
H -0.6014 -3.7432 0.9607 0.003
H 0.6202 -3.4638 -0.3701 -0.001
H -0.8116 -2.6880 -0.4989 -0.010
H 3.3248 0.5069 1.2572 -0.002
H 2.7959 -1.1548 1.9330 0.005
H 3.2404 0.0685 3.1453 0.002
H -1.6226 0.2361 2.7025 0.011
```



6.
Here is a 2-piece molecular cluster, C8H18O3P2 overall in a non-equilibrium geometry from the OMol25 dataset. Energies are from ωB97M-V with the def2-TZVPD basis set.

Computed properties:
Total charge: -2
Highest occupied orbital energy (eV): 1.1

Geometry as XYZ:
```
31
Properties=species:S:1:pos:R:3:mulliken_charge:R:1
C 1.4842 -2.1861 0.0609 -1.427
C 2.6373 -0.6709 -1.4144 -1.876
C 3.2454 -0.9074 1.0723 -1.830
C -2.2030 2.0907 0.6310 -1.658
C 0.0430 1.1931 0.9504 -1.862
C -1.2731 1.1353 -1.3651 -1.798
C 2.0783 -0.7904 0.0633 1.804
C -1.2472 1.0159 0.1455 1.723
O -2.2747 -0.6951 2.1906 -0.688
O -4.0194 -0.3444 -1.7846 -0.630
O -5.0654 -1.4558 0.2006 -0.644
P -2.0676 -0.5990 0.6897 0.287
P -4.0949 -0.3961 -0.2984 0.424
H 1.3148 -2.5633 -0.9419 0.267
H 2.0742 -2.8911 0.6474 0.449
H 0.5071 -2.2031 0.4267 0.148
H 3.2955 -1.4583 -1.8834 0.453
H 3.1891 0.3180 -1.5350 0.335
H 1.8491 -0.5124 -2.1704 0.322
H 3.4571 0.0927 1.6460 0.171
H 2.9706 -1.6448 1.7422 0.478
H 4.1983 -1.1402 0.5730 0.321
H -2.3257 2.3188 1.7329 0.263
H -1.8915 3.0245 0.2870 0.604
H -3.2879 1.9871 0.1700 0.240
H 0.9008 0.5674 0.3750 -0.021
H 0.0273 0.9326 2.0378 0.244
H 0.2537 2.2176 0.8077 0.525
H -0.7509 0.3957 -1.7592 0.472
H -2.2505 0.9862 -1.5985 0.657
H -0.7739 2.1831 -1.6990 0.247
```



7.
Here is one molecule with the formula C8H18OSi in a non-equilibrium geometry from the OMol25 dataset. Energies are from ωB97M-V with the def2-TZVPD basis set.

Computed properties:
Highest occupied orbital energy (eV): -9.2
ΔE to the lowest compared entry with this formula, charge and spin (kcal/mol): 49.22
Structure (SMILES): C=C(CO)[C@@H](C)[Si](C)(C)C

Geometry as XYZ:
```
28
Properties=species:S:1:pos:R:3:mulliken_charge:R:1
C 2.8230 -1.1309 0.5512 -0.948
C 1.9506 -0.4043 -0.1346 0.574
C 2.3264 0.9496 -0.7152 -0.939
O 1.2970 1.8783 -0.7245 -0.486
C 0.3638 -0.8453 -0.4676 0.725
C -0.0194 -2.2574 -0.1171 -1.827
Si -1.1450 0.2959 0.1262 0.269
C -0.5429 1.2119 1.6502 -1.122
C -1.7074 1.6261 -1.1254 -1.142
C -2.7136 -0.8579 0.3172 -1.107
H 2.6610 -2.1865 0.8726 0.261
H 3.8830 -0.7716 0.7313 0.246
H 2.6583 0.8191 -1.8117 0.212
H 3.1427 1.2750 -0.1794 0.508
H 0.9435 2.3408 0.1386 0.248
H 0.3270 -0.6534 -1.5572 0.278
H -0.2689 -2.1535 0.9186 0.437
H 0.7048 -2.9734 -0.5653 0.405
H -0.8324 -2.7291 -0.6681 0.325
H 0.0159 0.5420 2.2655 0.349
H 0.0567 2.1480 1.3999 0.344
H -1.4271 1.6965 2.0483 0.370
H -2.3076 2.4536 -0.7413 0.355
H -0.8019 2.0223 -1.4262 0.393
H -2.3240 1.2098 -1.9037 0.308
H -2.8866 -1.5109 -0.5776 0.329
H -2.4631 -1.5772 1.1320 0.302
H -3.7136 -0.4174 0.5633 0.333
```



8.
Here is a 2-piece molecular cluster, C8H18OSi2 overall in a non-equilibrium geometry from the OMol25 dataset. Energies are from ωB97M-V with the def2-TZVPD basis set.

Computed properties:
Highest occupied orbital energy (eV): -9.6
ΔE to the lowest compared entry with this formula, charge and spin (kcal/mol): 73.71
Structure (SMILES): O=[SiH]C1=CCCCC1.C[SiH2]C

Geometry as XYZ:
```
29
Properties=species:S:1:pos:R:3:mulliken_charge:R:1
O 1.4516 1.5036 3.1840 -0.549
Si 1.1231 0.9085 1.8361 0.434
C -0.4773 1.2353 0.8376 0.586
C -1.6939 0.6328 0.9418 -0.622
C -2.9002 1.2487 0.3307 -0.640
C -2.6983 2.3452 -0.7026 -0.725
C -1.6163 3.3179 -0.0147 -1.106
C -0.3434 2.5427 0.0695 -0.532
H 2.1322 0.0032 1.1740 -0.086
H -1.8512 -0.3070 1.4407 0.421
H -3.3999 0.4264 -0.2085 0.339
H -3.4759 1.5827 1.1419 0.373
H -2.0986 2.1480 -1.6349 0.336
H -3.5953 2.9502 -0.7013 0.315
H -1.9434 3.7363 0.8727 0.486
H -1.4290 4.0303 -0.8094 0.306
H 0.4176 3.1118 0.6782 0.423
H 0.1754 2.2405 -0.9534 0.236
C 1.1038 -2.1761 -1.7296 -1.079
Si 1.5794 -3.5995 -0.4797 0.487
C 3.3472 -3.6048 0.1429 -0.872
H 1.7674 -1.3057 -1.8494 0.331
H 1.0006 -2.5330 -2.7460 0.360
H 0.1846 -1.7139 -1.4935 0.299
H 0.7806 -3.2683 0.7912 -0.132
H 1.2878 -4.8201 -1.0075 -0.209
H 3.4745 -4.3425 0.8746 0.291
H 4.0654 -3.6774 -0.6392 0.307
H 3.6316 -2.6158 0.6539 0.221
```



| no. | molar mass (g/mol) | total energy (hartree) |
| --- | --- | --- |
| 1 | 146.23 | -465.9705 |
| 2 | 146.23 | -466.0306 |
| 3 | 146.23 | -466.0892 |
| 4 | 177.20 | -807.1491 |
| 5 | 174.32 | -755.3837 |
| 6 | 224.18 | -1223.9294 |
| 7 | 158.32 | -680.2682 |
| 8 | 186.40 | -969.7621 |